No. 1
The following is a DFT calculation (ωB97M-V/def2-TZVPD) of a 12-piece molecular cluster, C27H83N19O12 overall in a non-equilibrium geometry.

```
141
Properties=species:S:1:pos:R:3:lowdin_charge:R:1
C -0.67408 0.46377 0.41405 -0.6820
O -1.64564 0.58604 1.16872 -0.0100
N -0.79217 0.22536 -0.91689 0.1685
N 0.60174 0.54395 0.80037 0.1792
H -0.09728 -0.37386 -1.32622 0.0833
H -1.73649 0.13542 -1.24326 0.0542
H 1.26042 0.43036 0.04438 0.0612
H 0.86623 0.93260 1.68850 0.0766
C -5.21177 1.16982 -2.71852 -0.6766
O -5.79127 0.26006 -2.14635 0.0234
N -5.83154 2.08124 -3.53323 0.1499
N -3.84797 1.30412 -2.69326 0.1654
H -6.79889 1.93796 -3.75623 0.0990
H -5.38497 2.93946 -3.79428 0.0655
H -3.45812 0.63965 -2.04494 0.0689
H -3.56967 2.28000 -2.68665 0.0707
C -1.28002 2.52698 4.56006 -0.6735
O -1.49911 3.56913 3.93860 -0.0016
N -1.04089 2.49529 5.88914 0.1501
N -1.24487 1.30927 3.95533 0.1714
H -0.75452 1.64886 6.34772 0.0959
H -0.77574 3.34508 6.35556 0.1054
H -1.38487 0.53196 4.58091 0.0993
H -1.65643 1.26158 3.02685 0.0677
C 0.68046 -3.01971 4.16402 -0.6992
O -0.50368 -3.21630 4.44537 -0.0040
N 1.67303 -3.90575 4.45144 0.1574
N 1.07523 -1.85197 3.64046 0.1681
H 2.61522 -3.70036 4.17260 0.0924
H 1.48404 -4.82086 4.81072 0.1011
H 2.03710 -1.66177 3.42390 0.0964
H 0.40991 -1.11928 3.46988 0.0818
C 1.37289 4.25795 1.50111 -0.6728
O 1.64846 3.12180 1.90077 -0.0103
N 2.28363 5.05948 0.92059 0.1628
N 0.13730 4.79080 1.68317 0.1751
H 3.25163 4.80716 1.02378 0.1091
H 2.07496 6.03203 0.77753 0.0988
H 0.19863 5.77553 1.88541 0.1021
H -0.50147 4.21818 2.22665 0.0745
C -2.99730 -3.07555 -1.97471 -0.6671
O -2.67191 -1.92237 -1.71855 0.0157
N -4.06934 -3.72478 -1.47369 0.1714
N -2.29049 -3.85671 -2.85066 0.1690
H -4.29242 -4.67962 -1.67543 0.1028
H -4.77399 -3.13018 -1.06661 0.1164
H -2.59649 -4.79654 -3.02187 0.0978
H -1.51397 -3.48860 -3.38368 0.0613
C 0.91569 -3.60286 -0.26803 -0.6875
O 1.76744 -3.71583 0.62295 -0.0066
N -0.27716 -3.01290 -0.11905 0.1956
N 1.21163 -3.92692 -1.55645 0.1592
H -0.53544 -2.90286 0.85099 0.0962
H -0.99967 -2.88435 -0.81181 0.0561
H 0.65360 -3.76484 -2.37642 0.0499
H 2.06322 -4.45068 -1.66628 0.0991
C 3.56974 2.84931 -2.99487 -0.0511
C 3.39845 1.57996 -2.16652 -0.4252
C 4.70186 1.00806 -1.64136 -0.2291
O 5.60280 0.63503 -2.63634 -0.1819
C 5.20242 -0.43892 -3.49269 -0.0842
N 2.45258 1.85537 -1.05964 0.0422
H 4.25356 2.63670 -3.82063 0.0793
H 3.81739 3.69329 -2.35173 0.0827
H 2.64926 3.12015 -3.52212 0.0698
H 2.86945 0.83845 -2.77282 0.1195
H 4.39776 0.18892 -0.96865 0.1282
H 5.21564 1.69259 -0.96137 0.1334
H 4.37603 -0.15814 -4.14989 0.0740
H 4.90630 -1.29761 -2.88625 0.0911
H 6.08955 -0.61542 -4.09463 0.0898
H 1.99562 2.73370 -1.28496 0.0491
H 2.87457 2.13103 -0.17211 0.0670
C -5.10106 -3.79328 5.77687 -0.0661
C -5.75955 -4.14672 4.42173 -0.4340
C -4.72095 -4.15864 3.31425 -0.2353
O -4.11434 -2.89805 3.22417 -0.1734
C -3.33868 -2.75905 2.04872 -0.0931
N -6.52333 -5.39081 4.56572 0.0214
H -5.77126 -3.54762 6.59918 0.0699
H -4.47711 -2.90581 5.62984 0.0699
H -4.38545 -4.57951 6.02927 0.0785
H -6.44088 -3.33214 4.16341 0.1375
H -5.26950 -4.42836 2.40214 0.1212
H -3.98242 -4.95247 3.49300 0.1331
H -3.26065 -1.68267 1.89774 0.0893
H -3.80260 -3.16604 1.14529 0.0600
H -2.35544 -3.22979 2.13718 0.0732
H -5.92480 -6.14615 4.89808 0.0661
H -7.06322 -5.27046 5.42022 0.0630
C 6.47925 4.41401 6.59349 -0.0715
C 5.84192 3.20038 5.96872 -0.4642
C 4.32821 3.24461 5.77413 -0.1937
O 3.85480 1.97377 5.35333 -0.1878
C 2.59631 2.02842 4.73201 -0.1077
N 6.55930 2.72870 4.76682 0.0274
H 6.10729 4.56325 7.60994 0.0776
H 6.36584 5.37383 6.08660 0.0775
H 7.54472 4.19274 6.67678 0.0751
H 6.05744 2.37571 6.66792 0.1333
H 4.11987 4.00726 5.01534 0.1274
H 3.84347 3.48981 6.72287 0.1292
H 2.41369 1.17041 4.08184 0.0771
H 2.56114 2.84447 4.00549 0.0615
H 1.76080 2.10383 5.43322 0.0761
H 6.05091 1.85724 4.58280 0.0650
H 7.38827 2.28045 5.15608 0.0677
C -3.15356 4.66474 -4.97578 -0.0735
C -1.83081 5.06678 -4.38095 -0.4434
C -1.19228 3.90760 -3.64245 -0.2226
O -1.90764 3.59562 -2.45347 -0.2160
C -1.06807 3.62360 -1.29589 -0.0896
N -0.83375 5.63398 -5.29882 0.0357
H -3.53530 5.41607 -5.67668 0.0763
H -3.90602 4.58415 -4.18753 0.0644
H -3.23368 3.74938 -5.56976 0.0853
H -2.04126 5.77368 -3.57329 0.1452
H -0.12680 4.13428 -3.52809 0.1121
H -1.12947 3.00296 -4.26308 0.1294
H -0.71927 4.64662 -1.12500 0.0815
H -0.23171 2.93929 -1.43338 0.0635
H -1.65092 3.36701 -0.41317 0.0904
H -0.83657 5.05733 -6.14273 0.0751
H -1.24401 6.46686 -5.72206 0.0706
C 0.87578 -5.61688 -7.20560 -0.0790
C 0.96502 -5.05630 -5.77710 -0.4237
C -0.17809 -4.08863 -5.51897 -0.1802
O 0.11199 -3.25041 -4.40322 -0.2636
C 0.64466 -1.98307 -4.68236 -0.0863
N 0.81555 -6.25430 -4.90615 0.0441
H -0.10975 -6.02754 -7.43624 0.0814
H 1.47373 -6.50824 -7.41054 0.0738
H 1.22539 -4.82585 -7.87485 0.0775
H 1.93025 -4.54606 -5.70198 0.1350
H -1.08199 -4.66086 -5.30455 0.1274
H -0.33782 -3.46291 -6.40075 0.1281
H 0.54631 -1.34543 -3.80287 0.0836
H 0.06139 -1.45576 -5.44526 0.0963
H 1.69354 -2.00846 -4.98835 0.0901
H 1.74563 -6.64214 -4.79234 0.0749
H 0.52184 -5.88628 -4.00276 0.0559
```

Summary:
Structure (SMILES) = COC[C@H](C)N.COC[C@H](C)N.COC[C@H](C)N.COC[C@H](C)N.COC[C@H](C)N.NC(N)=O.NC(N)=O.NC(N)=O.NC(N)=O.NC(N)=O.NC(N)=O.NC(N)=O
LUMO level = 0.297 eV
Net charge = 0

---

No. 2
The following is a DFT calculation (ωB97M-V/def2-TZVPD) of C28H12Cl2F3O9Os as an isolated structure in a non-equilibrium geometry.

```
55
Properties=species:S:1:pos:R:3:lowdin_charge:R:1
Os -0.69249 0.59375 0.90315 1.6569
Cl -3.24802 -3.05748 6.73598 0.6292
C -2.40927 -2.08406 5.55482 -0.6719
C -1.06522 -1.73806 5.77750 -0.0890
C -0.38315 -0.97931 4.86913 0.0164
C -0.99893 -0.52037 3.67280 -0.3104
O -0.30200 0.20591 2.87382 -0.1642
C -2.35957 -0.87778 3.47025 -0.1200
C -3.11532 -0.44952 2.33123 -0.1528
O -2.71579 0.16313 1.33821 -0.1148
C -3.04394 -1.65708 4.42787 -0.0689
H -0.57616 -2.07834 6.68113 0.1064
H 0.65084 -0.70616 5.02907 0.1236
H -4.18508 -0.69814 2.34413 0.1383
H -4.08221 -1.91364 4.25497 0.1133
O 0.80301 6.76569 1.57898 0.1352
C 0.27635 5.74326 1.23464 -0.2555
C -0.34607 4.68984 2.14083 -0.3102
O -0.64814 4.84576 3.30420 0.0845
C -0.49718 3.48470 1.31829 -0.2618
C -0.18646 3.75056 -0.07378 -0.3321
O -0.20956 2.93241 -0.97633 0.0557
C 0.14305 5.22169 -0.19541 -0.2593
O 0.24977 5.86795 -1.20212 0.1310
O -0.92993 2.38038 1.79027 -0.1156
Cl 7.73980 -0.82945 0.96015 0.6427
C 6.00537 -0.64709 0.91071 -0.6634
C 5.45969 0.62590 0.90845 -0.0945
C 4.08157 0.76433 0.87079 0.0029
C 3.26545 -0.35953 0.84040 -0.1221
C 3.83279 -1.62787 0.84434 -0.0068
C 5.20914 -1.77990 0.87597 -0.1012
C 1.78090 -0.22166 0.80861 -0.5831
O 1.02533 -1.20263 0.93456 0.0001
O 1.29909 0.95029 0.64240 -0.1167
H 6.10618 1.49194 0.93378 0.1055
H 3.62485 1.74431 0.86266 0.1257
H 3.17712 -2.48816 0.82252 0.1210
H 5.66475 -2.76033 0.87288 0.1025
F -1.07522 -2.78084 -7.97039 0.1284
C -2.18819 -2.25221 -7.41416 -0.5800
F -2.55660 -1.23346 -8.22126 0.1300
F -3.14944 -3.18901 -7.51041 0.1251
C -1.95526 -1.80030 -6.00625 -0.1374
C -2.67263 -2.34052 -4.95025 -0.0138
C -2.43796 -1.89526 -3.65987 -0.0170
C -1.47796 -0.91269 -3.40590 -0.2374
C -0.75645 -0.38303 -4.48411 -0.0059
C -0.99740 -0.81890 -5.77157 -0.0117
C -1.23714 -0.44995 -2.07727 -0.0796
C -1.03328 -0.05527 -0.94510 -0.1566
H -3.41605 -3.10333 -5.13582 0.1151
H -2.99585 -2.30532 -2.82926 0.1167
H -0.01224 0.37692 -4.28988 0.1240
H -0.43887 -0.40207 -6.60034 0.1234
```

Summary:
LUMO level (alpha / beta) = 0.269 / 0.269 eV
Net charge = -1

---

For reference, energy relative to the best compared isomer or geometry (same formula, charge and spin) by record: 46.65 12.72 kcal per mole.
For reference, E_tot by record: -3021.9466 -3062.0517 Eh.